[1]
ORCA calculation (ωB97M-V/def2-TZVPD) on C58H47BrN7PdS4 as an isolated structure.

Total charge: +3
Spin multiplicity: 5
E_HOMO (spin up / spin down): -0.5342 / -0.5351 hartree
⟨S²⟩: 6.0459
Largest force on an atom: 0.763 eV/Å
HOMO-LUMO gap (spin up / spin down): 7.489 / 5.201 eV

Each line ends with the Mulliken charge.
Element x y z (Å)
Pd  -0.33576  -1.34017  1.69981  0.00
C  -3.48188  -0.59978  2.40354  -1.25
C  -2.59260  0.15111  3.34176  0.14
C  -3.17622  1.01933  4.29260  -1.02
C  -2.38006  1.72516  5.14386  -1.27
C  -0.97765  1.57275  5.05984  1.21
C  -0.08946  2.26555  5.91902  -0.74
C  1.27240  2.07475  5.84117  -1.04
C  1.78943  1.17967  4.91136  -0.81
C  0.95042  0.47484  4.03388  1.22
S  1.63117  -0.63042  2.95071  -0.18
C  -0.47104  0.68162  4.09905  -1.22
N  -1.28540  -0.00999  3.26591  2.48
H  -4.25799  0.05862  2.01478  0.60
H  -3.98360  -1.40636  2.94072  0.30
H  -2.92584  -1.02019  1.56149  -0.22
H  -4.25315  1.10654  4.33104  0.65
H  -2.80353  2.39213  5.88252  0.55
H  -0.50371  2.94581  6.65118  0.51
H  1.93694  2.60395  6.50731  0.48
H  2.85533  1.00422  4.85905  0.57
Br  -1.80651  -2.15970  9.04199  -0.11
C  -1.61112  -2.44609  7.19515  -0.11
C  -2.71603  -2.79553  6.42980  -0.83
C  -2.56872  -2.99297  5.06619  0.12
C  -1.32154  -2.83732  4.46901  -0.35
C  -0.21987  -2.49509  5.24208  -0.35
C  -0.35917  -2.30833  6.60576  -0.76
N  -1.16878  -2.99117  3.05896  0.21
C  -1.65538  -4.03768  2.51906  -0.60
C  -1.59341  -4.26615  1.06972  0.57
C  -2.13074  -5.42125  0.52333  -0.86
C  -1.99070  -5.63687  -0.84109  -0.58
C  -1.30166  -4.69938  -1.59004  -1.22
C  -0.80278  -3.56741  -0.95615  0.19
N  -0.95783  -3.33814  0.34069  0.32
H  -3.68410  -2.90763  6.89579  0.48
H  -3.43505  -3.24328  4.46663  0.47
H  0.75676  -2.41393  4.78163  0.66
H  0.49924  -2.06512  7.21476  0.53
H  -2.10411  -4.82099  3.13016  0.60
H  -2.63191  -6.14006  1.15521  0.51
H  -2.39629  -6.52602  -1.30095  0.49
H  -1.14405  -4.83834  -2.64967  0.54
H  -0.25197  -2.81406  -1.50749  0.40
N  1.21453  -1.36948  0.03038  0.11
S  2.15916  -0.80982  -1.02437  1.57
N  1.49314  -0.48372  -2.45511  0.02
S  0.91881  0.94586  -2.77798  1.29
N  0.26037  1.75280  -1.64862  0.35
S  -0.99732  1.33016  -0.66991  0.92
N  -0.78692  0.51199  0.53198  0.61
C  -2.24373  0.73952  -1.80560  0.87
C  -2.80380  1.54778  -2.78692  -0.60
C  -3.75826  1.00493  -3.63172  -0.76
C  -4.14463  -0.32277  -3.49138  -0.96
C  -3.58451  -1.11455  -2.49931  -1.00
C  -2.63127  -0.57926  -1.64472  -0.02
C  -1.53375  2.97402  -0.25330  0.45
C  -1.30384  4.07195  -1.07215  -0.37
C  -1.80336  5.30768  -0.69097  -1.13
C  -2.52015  5.43543  0.49136  -0.73
C  -2.73679  4.33137  1.30293  -0.73
C  -2.24494  3.08996  0.93272  -0.43
C  2.19313  2.00944  -3.38938  0.40
C  2.98027  1.49662  -4.41663  -1.01
C  3.98001  2.29449  -4.94211  -0.81
C  4.17817  3.57791  -4.44308  -0.66
C  3.38387  4.06930  -3.41860  -0.95
C  2.37506  3.28358  -2.87614  -0.11
C  -0.12133  0.62224  -4.16475  0.84
C  -0.49876  1.72597  -4.92510  -0.95
C  -1.35527  1.52867  -5.99335  -0.89
C  -1.81757  0.25019  -6.28499  -0.72
C  -1.43560  -0.83535  -5.51030  -0.71
C  -0.57872  -0.65843  -4.43440  -0.41
C  3.26991  -2.13320  -1.36836  -0.05
C  3.27522  -2.74856  -2.61315  -0.35
C  4.14575  -3.81030  -2.80672  -0.86
C  4.97022  -4.23613  -1.77429  -0.57
C  4.93961  -3.61118  -0.53266  -0.81
C  4.07822  -2.55160  -0.31394  -0.38
C  3.14259  0.57060  -0.50203  0.74
C  4.41095  0.74021  -1.04461  -0.56
C  5.15748  1.83356  -0.63813  -1.02
C  4.63339  2.73084  0.28404  -0.82
C  3.35829  2.55068  0.80282  -0.98
C  2.59454  1.46212  0.41102  0.32
H  -2.51567  2.58548  -2.89025  0.49
H  -4.21249  1.62375  -4.39265  0.52
H  -4.89945  -0.73326  -4.14734  0.46
H  -3.90393  -2.14036  -2.37769  0.57
H  -2.20255  -1.15542  -0.83836  -0.10
H  -0.73427  3.96700  -1.98425  0.34
H  -1.63130  6.17288  -1.31530  0.49
H  -2.90953  6.40084  0.78151  0.43
H  -3.29162  4.43891  2.22436  0.51
H  -2.39099  2.21648  1.55096  0.41
H  2.80727  0.50098  -4.80302  0.42
H  4.59838  1.92266  -5.74668  0.51
H  4.95539  4.20021  -4.86384  0.47
H  3.54355  5.06964  -3.04138  0.55
H  1.74790  3.64512  -2.07635  0.56
H  -0.12227  2.71374  -4.69724  0.47
H  -1.65262  2.36785  -6.60598  0.47
H  -2.47722  0.10044  -7.12805  0.48
H  -1.80174  -1.82429  -5.74604  0.50
H  -0.27439  -1.48952  -3.81657  0.34
H  2.63549  -2.39486  -3.40640  0.46
H  4.18343  -4.30182  -3.76806  0.50
H  5.64652  -5.06283  -1.93837  0.46
H  5.58807  -3.94957  0.26233  0.48
H  4.04179  -2.05214  0.64463  0.51
H  4.81304  0.03437  -1.75812  0.62
H  6.15160  1.97990  -1.03594  0.53
H  5.22680  3.57747  0.60042  0.48
H  2.95537  3.26046  1.51232  0.60
H  1.59116  1.31383  0.78777  0.04

---

[2]
ORCA calculation (ωB97M-V/def2-TZVPD) on C58H51F2GeIMnNOP3 as an isolated structure.

Total charge: 0
Spin multiplicity: 6
E_HOMO (spin up / spin down): -0.1951 / -0.1968 hartree
⟨S²⟩: 8.7567
Largest force on an atom: 2.773 eV/Å
HOMO-LUMO gap (spin up / spin down): 5.682 / 5.715 eV

Each line ends with the Mulliken charge.
Element x y z (Å)
Mn  1.29447  0.36395  0.96796  1.52
F  -0.68338  0.62262  0.00729  1.16
Ge  -1.40920  -0.19251  -1.47988  1.34
C  -0.22012  -0.14409  -3.06369  -0.48
C  -0.72270  -0.72844  -4.26079  -0.26
C  0.07716  -0.75096  -5.42241  -0.91
C  1.38903  -0.29674  -5.43221  -1.14
C  1.91166  0.19901  -4.24303  -0.72
C  1.12426  0.25369  -3.10002  0.57
P  1.91883  1.03136  -1.59332  1.80
C  1.86188  2.82018  -2.08092  0.34
C  2.22895  3.27324  -3.35322  -0.19
C  2.08420  4.64917  -3.64475  -0.60
C  1.54435  5.54961  -2.72431  -0.70
C  1.18671  5.02872  -1.47358  -0.50
C  1.32648  3.72602  -1.17312  -0.33
C  3.65116  0.53241  -1.91029  0.10
C  4.66794  1.50936  -1.83154  -0.84
C  5.96800  1.09263  -1.96390  -0.87
C  6.24354  -0.23046  -2.17267  -0.71
C  5.29627  -1.24440  -2.15082  -0.57
C  3.99608  -0.82781  -2.03300  0.34
C  -3.04621  0.74843  -1.63980  -0.22
C  -3.40263  1.04306  -2.96327  -0.40
C  -4.74289  1.35553  -3.28756  -1.00
C  -5.64785  1.26256  -2.24620  -1.03
C  -5.29279  1.04963  -0.90749  -0.80
C  -3.96336  0.83972  -0.54828  0.72
P  -3.40414  0.91813  1.21972  1.03
C  -3.05279  2.77860  1.24729  0.11
C  -1.75827  3.12912  1.60758  -0.25
C  -1.36709  4.47680  1.72114  -0.63
C  -2.25712  5.49795  1.45987  -0.84
C  -3.56663  5.15988  1.05246  -0.72
C  -3.99355  3.82104  0.93085  -0.42
C  -5.01042  0.62926  2.09272  -0.07
C  -5.26718  -0.72057  2.17982  -0.21
C  -6.42612  -1.18853  2.85217  -0.66
C  -7.19977  -0.34116  3.56966  -0.49
C  -6.88874  1.00977  3.57037  -0.55
C  -5.84425  1.52010  2.81744  -0.31
C  -1.85152  -2.06335  -1.01330  0.06
C  -3.16986  -2.46776  -1.31651  -0.51
C  -3.66529  -3.69456  -0.85949  -0.90
C  -2.78492  -4.55065  -0.18051  -0.85
C  -1.47078  -4.21274  0.05550  -0.41
C  -0.99663  -2.94755  -0.34235  -0.29
P  0.58212  -2.20655  0.32310  2.10
C  1.87856  -3.21595  -0.33341  0.86
C  1.70224  -3.73647  -1.65751  -1.29
C  2.80396  -4.28637  -2.28505  -0.50
C  4.04707  -4.38320  -1.69533  -0.96
C  4.17672  -3.86334  -0.40204  -0.97
C  3.14049  -3.26184  0.27016  -0.40
C  0.37352  -2.36537  2.01970  0.97
C  0.94143  -3.51712  2.70090  -0.90
C  0.23580  -4.19659  3.61058  -1.03
C  -1.14788  -3.88371  3.75225  -0.68
C  -1.70464  -2.74929  3.29566  -0.51
C  -0.78726  -1.66519  2.73323  2.78
H  -1.67515  -1.23710  -4.32115  0.63
H  -0.33030  -1.10651  -6.38633  0.34
H  1.96774  -0.23681  -6.34690  0.45
H  2.92398  0.53846  -4.22080  0.56
H  2.69176  2.65496  -4.11730  0.29
H  2.40277  5.01196  -4.66359  0.31
H  1.34861  6.58085  -3.02673  0.40
H  0.74098  5.65935  -0.74531  0.50
H  0.92161  3.38029  -0.22357  -0.13
H  4.39304  2.53072  -1.54012  0.46
H  6.78222  1.77506  -1.88591  0.46
H  7.27302  -0.44142  -2.40267  0.39
H  5.51700  -2.31737  -2.30190  0.39
H  3.17869  -1.55184  -2.03944  0.07
H  -2.66034  0.99218  -3.81668  0.25
H  -5.03808  1.55480  -4.33988  0.38
H  -6.67277  1.36927  -2.53274  0.43
H  -6.03851  1.00204  -0.16855  0.62
H  -1.02741  2.32087  1.79750  0.14
H  -0.36439  4.69661  1.97538  0.58
H  -2.00506  6.51784  1.55214  0.49
H  -4.30809  5.91405  0.93235  0.39
H  -5.04329  3.60910  0.62910  0.40
H  -4.55511  -1.42979  1.73801  0.26
H  -6.67141  -2.28655  2.81179  0.31
H  -8.00696  -0.73373  4.18570  0.37
H  -7.59522  1.70092  4.06465  0.33
H  -5.62608  2.58767  2.82047  0.42
H  -3.84678  -1.80029  -1.87844  0.33
H  -4.72028  -3.87553  -0.94416  0.47
H  -3.23590  -5.46598  0.16285  0.39
H  -0.77542  -4.86478  0.60282  0.46
H  0.72226  -3.64764  -2.12580  0.32
H  2.64906  -4.69346  -3.29247  0.38
H  4.89771  -4.92271  -2.15047  0.42
H  5.17483  -3.86450  0.00771  0.35
H  3.25102  -2.80464  1.25111  0.49
H  1.91716  -3.88969  2.30419  0.07
H  0.62102  -5.15626  3.90806  0.37
H  -1.64968  -4.64553  4.28875  0.49
H  -2.79411  -2.54640  3.42804  0.34
H  -1.28323  -1.01683  1.99751  -2.18
F  0.83075  1.62440  2.43380  -0.95
I  1.55314  -0.88733  4.83369  -0.11
C  -0.44205  -0.76452  3.93429  -1.42
H  -0.56743  0.31068  3.64544  0.24
H  -1.14268  -0.91157  4.74334  0.85
C  5.44558  1.29986  4.21822  -0.89
N  5.00555  0.81724  2.96639  0.28
C  5.86972  -0.08513  2.18540  -0.78
C  3.78039  1.07220  2.49477  -0.12
O  3.31595  0.48323  1.50748  -0.34
H  6.39550  1.79960  4.16238  0.33
H  5.59880  0.46309  4.91545  0.32
H  4.69036  1.99690  4.59959  0.28
H  6.69694  0.53183  1.89780  0.36
H  5.31374  -0.42267  1.30839  0.00
H  6.12175  -0.89995  2.82399  0.36
H  3.17626  1.75226  3.07049  0.21

---

Look up the largest force on an atom of the first one.
0.763 eV/Å

---

Which of these has the highest largest force on an atom?
C58H51F2GeIMnNOP3

---

Among the records above, which one has the highest largest force on an atom?
C58H51F2GeIMnNOP3

---

Number 1 is which compound?
C58H47BrN7PdS4